# 1
ORCA calculation (the ωB97M-V functional and the def2-TZVPD basis) on a molecular structure, CH9O4.

Each line ends with the natural charge from an NBO analysis.
Atoms and positions in Å:
H (-1.5846, 1.0733, 1.8434)  0.128
H (-2.4736, 0.5222, 0.4217)  0.136
O (-0.0007, -0.0934, -2.4866)  -1.000
C (-1.6866, 1.1954, 0.7468)  -0.226
H (-1.9517, 2.2539, 0.6382)  0.138
O (-0.4966, 0.9103, 0.0779)  -0.871
H (-0.1807, 0.3066, -1.6100)  0.511
O (0.5792, -0.9896, 1.1204)  -1.150
H (2.4813, -0.7093, -1.1158)  0.456
H (-0.0275, -0.0036, 0.6500)  0.496
H (0.5822, -1.0408, 2.0792)  0.438
H (0.0395, -1.0345, -2.2877)  0.458
H (1.9716, -1.1570, 0.2779)  0.514
O (2.7483, -1.2335, -0.3553)  -1.028

Forces on the atoms, in the same order (eV/Å):
0.0 -0.2 -0.1
-0.7 0.1 -0.1
0.1 -0.2 -0.1
0.9 0.1 0.3
-0.3 0.0 -0.3
0.0 -0.2 0.3
-0.2 0.2 0.3
-0.2 -0.2 0.1
-0.1 0.0 0.0
0.3 0.2 -0.2
0.0 0.1 -0.1
0.0 0.1 0.0
0.1 0.0 -0.2
0.0 -0.1 0.0

Calculated values
Energy relative to the best compared isomer or geometry (same formula, charge and spin): 7.0 kJ/mol
Multiplicity: 1
Gap between HOMO and LUMO: 9.0 eV
Total charge: -1
Lowest unoccupied orbital energy: 0.1541 Ha

---

# 2
ORCA calculation (the ωB97M-V functional and the def2-TZVPD basis) on a single C5H4I2 molecule at a distorted geometry.

Each line ends with the natural charge from an NBO analysis.
Atoms and positions in Å:
H (-2.0571, 0.7688, 0.0217)  0.207
C (1.2762, 0.8943, 0.2725)  -0.163
C (-0.0266, 1.3486, 0.3059)  -0.406
C (0.6501, -1.2226, -0.6843)  -0.048
H (-1.0093, -1.5416, 0.6534)  0.232
I (2.9411, 2.0560, 0.0126)  0.237
H (-0.2905, 2.3710, 0.5557)  0.239
C (-0.7376, -0.9739, -0.2447)  -0.667
C (-1.0272, 0.4468, 0.0565)  -0.107
H (-1.4145, -1.3184, -1.0380)  0.253
I (1.6954, -2.8291, 0.0886)  0.224

Forces on the atoms, in the same order (eV/Å):
-0.1 0.0 0.2
-0.2 -1.2 -1.3
-0.1 -0.7 0.1
1.3 2.2 1.6
0.0 -0.3 0.0
-0.1 -0.4 0.1
0.2 0.0 0.0
-0.5 -0.7 0.0
-0.2 0.9 -0.4
0.0 -0.1 0.0
-0.2 0.2 -0.3

Calculated values
Energy relative to the best compared isomer or geometry (same formula, charge and spin): 0.0 kJ/mol
Multiplicity: 3
Gap between HOMO and LUMO (spin up / spin down): 6.9 / 6.8 eV
Lowest unoccupied orbital energy (spin up / spin down): -0.0181 / -0.0608 Ha